# 1
Below is C27H70BClFIO9PS2 as an isolated structure in a non-equilibrium geometry, with properties calculated with ωB97M-V/def2-TZVPD.

## Properties
2S+1: 1
HOMO-LUMO gap in eV: 6.70
Energy in a.u.: -3768.22886
LUMO energy in eV: 1.86
Highest occupied orbital energy in eV: -4.8446
Total charge: -1

CARTESIAN COORDINATES (ANGSTROEM)
1 O -2.572 2.689 4.949
2 S -1.682 2.446 3.857
3 O -1.668 3.331 2.727
4 Cl 0.207 2.464 4.603
5 C -1.872 0.779 3.267
6 C -2.411 -0.220 4.292
7 C -2.195 -1.671 3.810
8 C -1.507 -2.622 4.798
9 B 0.037 -2.341 5.232
10 I 0.158 -1.144 7.158
11 C 0.984 -1.586 4.151
12 C 1.110 -2.275 2.817
13 F 1.728 -1.418 1.876
14 P 0.769 -4.126 5.685
15 S 2.452 -4.390 6.681
16 H -0.936 0.458 2.808
17 H -2.597 0.956 2.463
18 H -1.987 -0.042 5.283
19 H -3.484 -0.036 4.375
20 H -3.182 -2.089 3.578
21 H -1.660 -1.658 2.854
22 H -2.135 -2.714 5.693
23 H -1.540 -3.619 4.324
24 H 1.987 -1.464 4.576
25 H 0.594 -0.570 4.002
26 H 0.147 -2.546 2.375
27 H 1.735 -3.170 2.878
28 H 0.802 -4.815 4.447
29 H -0.315 -4.831 6.260
30 C 0.731 1.200 -2.482
31 C -0.040 1.024 -1.185
32 C 0.843 1.081 0.046
33 O -0.764 -0.213 -1.221
34 H 1.461 0.396 -2.609
35 H 0.041 1.163 -3.328
36 H 1.263 2.153 -2.508
37 H -0.810 1.797 -1.122
38 H 1.588 0.283 0.024
39 H 0.247 0.943 0.947
40 H 1.365 2.036 0.121
41 H -0.112 -0.922 -1.207
42 C 3.157 0.441 -6.059
43 C 3.653 -0.830 -5.385
44 C 3.645 -2.013 -6.341
45 O 2.893 -1.103 -4.215
46 H 2.124 0.307 -6.392
47 H 3.182 1.278 -5.360
48 H 3.766 0.693 -6.929
49 H 4.669 -0.671 -5.018
50 H 2.628 -2.213 -6.683
51 H 4.011 -2.910 -5.840
52 H 4.276 -1.815 -7.210
53 H 1.968 -1.243 -4.461
54 C -4.158 -0.228 -2.148
55 C -4.233 0.608 -3.412
56 C -4.002 2.084 -3.129
57 O -5.478 0.413 -4.093
58 H -4.934 0.077 -1.439
59 H -4.309 -1.283 -2.380
60 H -3.187 -0.121 -1.663
61 H -3.480 0.256 -4.121
62 H -4.772 2.463 -2.450
63 H -4.046 2.665 -4.051
64 H -3.031 2.243 -2.659
65 H -6.180 0.701 -3.500
66 C -1.707 -3.530 -4.741
67 C -0.455 -3.579 -5.598
68 C 0.051 -4.998 -5.801
69 O 0.563 -2.756 -5.020
70 H -1.495 -3.961 -3.757
71 H -2.042 -2.505 -4.600
72 H -2.522 -4.092 -5.195
73 H -0.653 -3.123 -6.570
74 H 0.298 -5.451 -4.837
75 H 0.950 -5.002 -6.417
76 H -0.708 -5.616 -6.283
77 H 0.706 -3.065 -4.118
78 C 5.697 -0.071 7.881
79 C 4.727 0.289 6.762
80 C 4.056 1.631 7.013
81 O 3.767 -0.732 6.575
82 H 5.156 -0.157 8.828
83 H 6.171 -1.031 7.676
84 H 6.473 0.689 7.998
85 H 5.275 0.332 5.817
86 H 3.464 1.591 7.932
87 H 3.380 1.876 6.194
88 H 4.788 2.434 7.116
89 H 3.211 -0.803 7.361
90 C -5.270 -1.505 -8.213
91 C -5.118 -1.402 -6.703
92 C -5.673 -0.097 -6.156
93 O -3.753 -1.571 -6.320
94 H -4.720 -0.696 -8.702
95 H -4.872 -2.453 -8.576
96 H -6.317 -1.429 -8.509
97 H -5.637 -2.239 -6.230
98 H -5.133 0.751 -6.589
99 H -5.561 -0.052 -5.072
100 H -6.730 0.015 -6.402
101 H -3.247 -0.848 -6.707
102 C 2.796 7.820 4.803
103 C 3.231 6.462 5.335
104 C 3.955 5.646 4.275
105 O 2.121 5.743 5.859
106 H 2.101 7.691 3.968
107 H 2.288 8.390 5.581
108 H 3.651 8.398 4.446
109 H 3.891 6.607 6.193
110 H 3.290 5.457 3.427
111 H 4.265 4.683 4.679
112 H 4.837 6.171 3.905
113 H 1.506 5.572 5.136



# 2
Below is C20H17BrN4O3Sn as an isolated structure in a non-equilibrium geometry, with properties calculated with ωB97M-V/def2-TZVPD.

## Properties
2S+1: 1
HOMO-LUMO gap in eV: 7.13
Energy in a.u.: -4005.40259
Energy relative to the best compared isomer or geometry (same formula, charge and spin) in kcal/mol: 0.0
LUMO energy in eV: -0.71
Highest occupied orbital energy in eV: -7.8330

CARTESIAN COORDINATES (ANGSTROEM)
1 Sn -0.829 0.949 -1.321
2 C 3.670 3.494 1.652
3 C 3.127 3.482 0.342
4 C 2.214 2.425 -0.018
5 C 1.752 1.570 0.933
6 C 2.240 1.646 2.241
7 C 3.302 2.448 2.530
8 N 0.627 0.761 0.647
9 N 0.209 0.023 1.555
10 C -1.092 -0.560 1.305
11 C -1.607 -1.137 2.449
12 C -2.903 -1.599 2.389
13 C -3.673 -1.403 1.210
14 C -3.110 -0.658 0.119
15 C -1.798 -0.245 0.191
16 H 4.491 4.225 1.850
17 H 3.412 4.243 -0.364
18 H 1.909 2.305 -1.076
19 H 1.836 0.973 2.964
20 H 3.632 2.407 3.532
21 H -1.001 -1.194 3.339
22 H -3.334 -2.115 3.261
23 H -4.636 -1.975 1.113
24 H -3.765 -0.510 -0.793
25 N -0.498 4.065 1.964
26 C -1.621 3.465 1.607
27 N -2.678 3.532 2.461
28 O -1.764 2.905 0.510
29 H -0.492 4.904 2.564
30 H 0.317 3.924 1.408
31 H -2.415 3.674 3.428
32 H -3.543 2.885 2.226
33 Br 2.552 -6.016 -1.883
34 C 1.466 -4.750 -2.803
35 C 0.952 -5.179 -4.011
36 C 0.039 -4.388 -4.680
37 C -0.218 -3.070 -4.240
38 C 0.406 -2.654 -3.040
39 C 1.249 -3.508 -2.333
40 C 0.077 -1.312 -2.511
41 O -1.095 -0.894 -2.802
42 O 0.786 -0.752 -1.646
43 H 1.168 -6.148 -4.362
44 H -0.446 -4.689 -5.561
45 H -0.818 -2.400 -4.832
46 H 1.903 -3.148 -1.514



# 3
Below is a 22-piece molecular cluster, C60H172N8O36 overall in a non-equilibrium geometry, with properties calculated with ωB97M-V/def2-TZVPD.

## Properties
2S+1: 1
HOMO-LUMO gap in eV: 9.05
Energy in a.u.: -5535.51135
Energy relative to the best compared isomer or geometry (same formula, charge and spin) in kcal/mol: 13.1
LUMO energy in eV: 0.30
Highest occupied orbital energy in eV: -8.7510

CARTESIAN COORDINATES (ANGSTROEM)
1 C 4.744 4.142 4.205
2 C 5.331 4.608 2.955
3 O 4.663 4.224 1.848
4 O 3.486 4.948 4.348
5 H 5.455 4.324 4.988
6 H 4.541 3.074 4.251
7 H 6.317 4.085 2.945
8 H 5.516 5.670 3.120
9 H 3.805 4.740 1.858
10 H 2.922 4.579 5.033
11 C -0.304 -4.945 7.513
12 C -0.498 -6.414 7.271
13 O -0.414 -6.646 5.910
14 O -1.259 -4.161 6.832
15 H 0.734 -4.654 7.267
16 H -0.466 -4.739 8.576
17 H -1.499 -6.686 7.671
18 H 0.088 -7.050 7.935
19 H -1.274 -6.865 5.607
20 H -1.324 -4.466 5.914
21 C 2.196 -2.844 -3.786
22 C 3.384 -2.110 -4.468
23 O 4.408 -2.995 -4.899
24 O 1.576 -3.754 -4.685
25 H 1.424 -2.065 -3.579
26 H 2.516 -3.343 -2.901
27 H 3.844 -1.371 -3.826
28 H 2.907 -1.681 -5.410
29 H 4.045 -3.676 -5.477
30 H 1.842 -4.676 -4.604
31 C 6.040 -3.360 -0.119
32 C 5.243 -2.624 -1.143
33 O 3.886 -2.355 -0.790
34 O 6.226 -2.727 1.151
35 H 7.098 -3.511 -0.471
36 H 5.649 -4.397 0.105
37 H 5.147 -3.231 -2.050
38 H 5.783 -1.676 -1.366
39 H 3.842 -1.589 -0.170
40 H 5.379 -2.310 1.438
41 C -3.444 -1.450 4.290
42 C -2.027 -1.492 4.856
43 O -2.068 -1.499 6.229
44 O -4.084 -2.735 4.349
45 H -3.462 -1.002 3.278
46 H -3.942 -0.806 5.058
47 H -1.537 -0.539 4.549
48 H -1.411 -2.278 4.397
49 H -1.876 -2.394 6.559
50 H -4.827 -2.833 3.748
51 C 2.796 -5.158 1.487
52 C 1.783 -4.687 2.436
53 O 1.588 -3.306 2.312
54 O 2.586 -4.653 0.131
55 H 2.930 -6.233 1.471
56 H 3.737 -4.719 1.805
57 H 2.065 -5.021 3.442
58 H 0.849 -5.242 2.239
59 H 1.187 -3.195 1.430
60 H 2.978 -3.805 -0.007
61 C 4.226 0.688 1.429
62 C 3.349 0.003 2.464
63 O 3.583 -1.379 2.185
64 O 3.848 0.343 0.076
65 H 5.268 0.434 1.613
66 H 4.057 1.790 1.645
67 H 2.324 0.416 2.357
68 H 3.745 0.289 3.451
69 H 2.926 -1.927 2.726
70 H 3.943 1.075 -0.584
71 C -1.860 2.491 9.569
72 C -2.105 1.798 8.178
73 O -1.199 0.720 8.093
74 O -0.636 3.155 9.643
75 H -1.841 1.681 10.275
76 H -2.751 3.140 9.814
77 H -1.891 2.469 7.344
78 H -3.146 1.452 8.124
79 H -1.570 0.014 7.544
80 H -0.234 2.977 10.474
81 C -2.824 -5.352 2.260
82 C -2.043 -5.520 3.573
83 O -2.912 -5.356 4.646
84 O -2.018 -5.523 1.155
85 H -3.069 -4.283 2.251
86 H -3.604 -6.081 2.194
87 H -1.193 -4.834 3.468
88 H -1.611 -6.547 3.621
89 H -3.404 -4.518 4.526
90 H -1.422 -6.289 1.318
91 C 4.153 -5.988 -2.726
92 C 3.457 -6.773 -3.879
93 O 2.108 -6.448 -4.083
94 O 3.691 -6.454 -1.460
95 H 3.926 -4.949 -2.884
96 H 5.243 -6.037 -2.910
97 H 3.546 -7.810 -3.575
98 H 3.942 -6.641 -4.819
99 H 1.590 -6.708 -3.314
100 H 3.350 -5.725 -0.869
101 C -3.954 0.186 -3.776
102 C -4.880 -1.045 -3.583
103 O -6.215 -0.692 -4.009
104 O -3.829 0.453 -5.137
105 H -2.984 -0.089 -3.180
106 H -4.506 1.043 -3.353
107 H -4.840 -1.421 -2.523
108 H -4.483 -1.844 -4.211
109 H -6.059 -0.341 -4.960
110 H -2.902 0.289 -5.349
111 C -0.732 -7.894 -0.296
112 C 0.460 -7.437 -1.214
113 O 1.567 -8.262 -0.907
114 O -0.420 -7.953 1.097
115 H -1.043 -8.935 -0.648
116 H -1.590 -7.265 -0.511
117 H 0.800 -6.370 -1.004
118 H 0.197 -7.461 -2.273
119 H 2.371 -7.772 -1.050
120 H 0.542 -8.131 1.133
121 C -3.229 2.040 3.350
122 C -3.326 2.192 4.864
123 O -3.031 3.514 5.243
124 O -1.964 2.330 2.791
125 H -4.015 2.741 2.927
126 H -3.507 0.954 3.159
127 H -2.708 1.462 5.392
128 H -4.357 1.946 5.161
129 H -3.424 3.742 6.100
130 H -1.999 3.244 2.478
131 C -0.354 -0.528 -7.650
132 C -0.019 -0.208 -6.197
133 O -0.929 0.690 -5.568
134 O -0.238 0.555 -8.532
135 H -1.403 -0.874 -7.637
136 H 0.187 -1.474 -7.986
137 H 1.016 0.172 -6.100
138 H -0.001 -1.128 -5.609
139 H -0.913 1.628 -5.823
140 H -0.984 0.896 -8.961
141 C 1.240 3.713 1.859
142 C 0.919 5.205 1.764
143 C -0.124 5.599 2.841
144 O -1.430 5.062 2.728
145 C -2.392 5.803 3.483
146 N 2.190 5.904 2.136
147 H 2.112 3.433 1.253
148 H 0.293 3.201 1.738
149 H 1.513 3.560 2.880
150 H 0.564 5.519 0.728
151 H -0.204 6.648 2.929
152 H 0.299 5.251 3.757
153 H -2.304 5.663 4.544
154 H -3.323 5.381 3.116
155 H -2.272 6.871 3.321
156 H 2.222 6.877 1.894
157 H 2.418 5.856 3.141
158 C -2.438 -3.870 -4.874
159 C -2.111 -3.843 -3.377
160 C -3.145 -4.477 -2.457
161 O -4.461 -3.965 -2.614
162 C -5.338 -4.491 -1.604
163 N -0.795 -4.527 -3.051
164 H -3.244 -3.261 -5.178
165 H -2.631 -4.930 -5.136
166 H -1.519 -3.684 -5.333
167 H -1.924 -2.808 -3.100
168 H -2.763 -4.312 -1.472
169 H -3.100 -5.538 -2.657
170 H -5.270 -5.568 -1.702
171 H -6.327 -4.131 -1.746
172 H -5.079 -4.213 -0.592
173 H -0.922 -5.522 -3.329
174 H -0.125 -4.108 -3.629
175 C 4.204 3.106 -3.504
176 C 4.387 3.785 -2.097
177 C 3.091 4.489 -1.677
178 O 2.734 5.394 -2.700
179 C 1.440 5.807 -2.300
180 N 4.655 2.816 -1.059
181 H 5.064 2.529 -3.820
182 H 4.031 3.964 -4.203
183 H 3.303 2.532 -3.390
184 H 5.102 4.599 -2.224
185 H 3.238 5.000 -0.700
186 H 2.254 3.744 -1.659
187 H 1.003 6.540 -2.952
188 H 1.576 6.193 -1.271
189 H 0.752 4.967 -2.295
190 H 5.497 2.347 -1.196
191 H 4.755 3.299 -0.150
192 C -5.467 -1.608 0.505
193 C -5.826 -0.099 0.469
194 C -4.680 0.814 0.197
195 O -5.165 2.145 0.398
196 C -4.292 3.113 -0.119
197 N -6.942 0.020 -0.463
198 H -5.058 -1.881 -0.464
199 H -6.285 -2.247 0.769
200 H -4.604 -1.731 1.158
201 H -6.159 0.025 1.441
202 H -4.329 0.603 -0.796
203 H -3.751 0.571 0.815
204 H -3.284 2.837 0.129
205 H -4.639 4.101 0.222
206 H -4.285 3.103 -1.180
207 H -6.576 -0.135 -1.418
208 H -7.259 1.023 -0.549
209 C 2.475 4.103 -7.617
210 C 2.276 5.181 -6.597
211 C 2.956 6.454 -7.040
212 O 4.359 6.333 -6.954
213 C 4.791 6.445 -5.634
214 N 0.840 5.493 -6.467
215 H 3.500 3.893 -7.849
216 H 1.907 4.387 -8.522
217 H 2.033 3.165 -7.197
218 H 2.595 4.814 -5.566
219 H 2.585 7.242 -6.332
220 H 2.646 6.755 -8.022
221 H 4.144 5.847 -4.976
222 H 4.635 7.479 -5.325
223 H 5.851 6.234 -5.564
224 H 0.366 4.619 -6.304
225 H 0.627 6.091 -5.675
226 C -1.679 3.807 -3.785
227 C -2.342 4.710 -4.775
228 C -3.022 3.812 -5.843
229 O -2.067 3.267 -6.709
230 C -1.810 4.065 -7.825
231 N -3.228 5.684 -4.163
232 H -2.360 3.091 -3.236
233 H -1.136 4.477 -3.029
234 H -0.953 3.121 -4.231
235 H -1.489 5.254 -5.169
236 H -3.815 4.381 -6.412
237 H -3.562 3.009 -5.376
238 H -1.424 5.042 -7.497
239 H -2.672 4.370 -8.438
240 H -1.117 3.477 -8.494
241 H -3.800 5.286 -3.506
242 H -2.701 6.440 -3.745
243 C 0.891 0.041 5.369
244 C 1.412 1.395 5.869
245 C 0.576 2.561 5.279
246 O 1.203 3.858 5.473
247 C 0.393 4.797 6.124
248 N 1.534 1.284 7.306
249 H 1.625 -0.707 5.709
250 H 0.766 -0.024 4.279
251 H -0.072 -0.274 5.822
252 H 2.414 1.555 5.572
253 H -0.445 2.598 5.603
254 H 0.493 2.486 4.227
255 H 0.505 4.602 7.216
256 H -0.640 4.903 5.779
257 H 0.718 5.855 5.923
258 H 0.626 1.302 7.764
259 H 2.077 2.053 7.676
260 C -1.556 -1.780 1.237
261 C -0.966 -2.118 -0.135
262 C -0.283 -0.903 -0.707
263 O -1.127 0.207 -0.753
264 C -0.572 1.079 -1.699
265 N -0.070 -3.236 -0.109
266 H -1.938 -0.735 1.161
267 H -0.784 -1.895 2.025
268 H -2.376 -2.462 1.407
269 H -1.773 -2.398 -0.824
270 H -0.001 -1.173 -1.723
271 H 0.702 -0.600 -0.196
272 H 0.384 1.500 -1.412
273 H -1.201 2.009 -1.681
274 H -0.525 0.621 -2.659
275 H -0.595 -4.064 0.258
276 H 0.109 -3.408 -1.095